No. 1
ORCA calculation (ωB97M-V/def2-TZVPD) on C31H45BrS5SbSi3Tl as an isolated structure.

Results
Orbital gap in eV: 4.89
Energy above the lowest of the compared OMol25 structures with the same formula, charge and spin in kcal per mole: 7.1
HOMO level in eV: -0.83
Charge: -2

CARTESIAN COORDINATES (ANGSTROEM)
Tl  1.281  0.536  1.369
C  1.558  4.131  3.360
C  0.675  2.984  3.783
C  -0.673  2.964  3.444
C  -1.488  1.894  3.794
C  -2.932  1.850  3.351
C  -0.938  0.842  4.519
C  0.404  0.836  4.882
C  1.001  -0.344  5.611
C  1.197  1.915  4.510
H  2.572  3.784  3.153
H  1.608  4.892  4.146
H  1.175  4.599  2.452
H  -1.081  3.773  2.845
H  -3.613  2.015  4.191
H  -3.174  0.877  2.915
H  -3.133  2.614  2.597
H  -1.555  -0.022  4.757
H  0.755  -0.313  6.677
H  2.086  -0.362  5.498
H  0.617  -1.279  5.202
H  2.260  1.900  4.744
Br  -0.720  2.791  -0.220
C  0.657  3.555  -1.295
C  0.232  4.368  -2.307
C  1.186  4.983  -3.149
C  2.514  4.767  -2.928
C  2.960  3.935  -1.868
C  4.345  3.762  -1.642
C  4.765  2.995  -0.595
C  3.831  2.345  0.243
C  2.465  2.419  0.077
C  2.028  3.271  -0.998
H  -0.827  4.534  -2.458
H  0.853  5.623  -3.959
H  3.259  5.237  -3.563
H  5.051  4.242  -2.314
H  5.828  2.855  -0.421
H  4.227  1.711  1.037
S  6.541  -5.240  0.767
C  5.538  -3.896  0.839
S  4.478  -3.409  -0.406
C  3.756  -1.983  0.332
C  4.208  -1.708  1.583
S  3.768  -0.432  2.687
S  5.424  -2.838  2.172
S  2.568  -1.143  -0.641
C  -4.257  0.488  -0.691
Si  -3.656  -1.299  -0.703
C  -3.993  -1.982  1.030
C  -4.821  -2.216  -1.860
Sb  -1.101  -1.152  -0.884
Si  -0.935  -0.838  -3.418
C  -2.199  -1.774  -4.451
C  -1.222  0.984  -3.733
C  0.760  -1.317  -4.026
Si  -0.680  -3.678  -0.736
C  -0.536  -3.985  1.104
C  0.851  -4.270  -1.597
C  -2.120  -4.710  -1.383
H  -5.291  0.558  -0.331
H  -4.212  0.933  -1.694
H  -3.619  1.096  -0.039
H  -4.933  -1.582  1.431
H  -3.182  -1.703  1.715
H  -4.061  -3.077  1.027
H  -5.850  -2.096  -1.499
H  -4.592  -3.285  -1.910
H  -4.767  -1.818  -2.880
H  -3.218  -1.434  -4.230
H  -2.155  -2.853  -4.257
H  -2.004  -1.606  -5.519
H  -2.125  1.334  -3.218
H  -1.331  1.186  -4.806
H  -0.383  1.580  -3.352
H  0.860  -2.407  -4.074
H  1.538  -0.956  -3.342
H  0.947  -0.904  -5.026
H  0.232  -3.324  1.527
H  -0.257  -5.023  1.324
H  -1.485  -3.764  1.606
H  1.713  -3.670  -1.283
H  0.760  -4.168  -2.684
H  1.038  -5.324  -1.358
H  -3.029  -4.529  -0.798
H  -1.879  -5.780  -1.321
H  -2.338  -4.465  -2.431

***

No. 2
ORCA calculation (ωB97M-V/def2-TZVPD) on a 12-piece molecular cluster, C31H45F5N4O29 overall in a non-equilibrium geometry.

Results
Orbital gap in eV: 9.09
HOMO level in eV: -9.84

CARTESIAN COORDINATES (ANGSTROEM)
O  3.647  3.166  -1.604
C  2.825  2.491  -2.245
O  1.799  2.998  -2.833
C  0.823  2.055  -3.193
C  1.667  0.756  -3.175
F  1.945  0.336  -4.411
O  2.851  1.175  -2.445
H  0.096  2.072  -2.381
H  0.510  2.276  -4.214
H  1.146  -0.048  -2.655
O  -1.636  -5.739  1.597
C  -0.457  -5.898  1.277
O  0.356  -4.900  0.918
C  1.725  -5.290  0.902
C  1.486  -6.747  0.656
F  2.508  -7.432  1.246
O  0.273  -6.998  1.336
H  2.338  -4.792  0.151
H  2.214  -5.101  1.858
H  1.375  -6.984  -0.402
O  2.357  -2.358  1.005
C  1.262  -1.812  0.830
O  0.968  -0.879  -0.205
C  -0.325  -0.383  0.024
C  -0.902  -1.469  0.953
F  -1.614  -2.419  0.301
O  0.158  -2.047  1.561
H  -0.293  0.524  0.627
H  -0.859  -0.094  -0.881
H  -1.507  -0.992  1.724
O  -3.914  1.800  1.951
C  -2.909  1.816  2.710
O  -2.991  1.467  3.975
C  -1.736  1.054  4.395
C  -0.755  1.574  3.395
F  0.002  0.615  2.930
O  -1.644  1.994  2.313
H  -1.507  1.602  5.309
H  -1.668  0.013  4.710
H  -0.135  2.388  3.771
O  5.167  -0.494  3.395
C  4.848  0.305  2.482
O  3.785  1.138  2.535
C  3.564  1.707  1.258
C  5.042  1.725  0.794
F  5.620  2.882  1.140
O  5.531  0.524  1.343
H  2.901  1.143  0.602
H  3.178  2.726  1.236
H  5.199  1.625  -0.280
C  0.807  4.937  -0.002
N  0.642  4.337  1.360
O  0.545  3.170  1.337
O  0.655  5.012  2.346
H  -0.029  4.635  -0.632
H  1.729  4.695  -0.532
H  0.708  6.020  0.063
C  -2.047  -1.453  -5.377
N  -1.170  -1.320  -4.212
O  -1.346  -0.347  -3.476
O  -0.252  -2.120  -4.162
H  -2.808  -2.214  -5.206
H  -1.458  -1.726  -6.253
H  -2.552  -0.514  -5.604
C  2.097  -2.358  4.330
N  1.502  -1.219  5.065
O  0.261  -1.197  5.138
O  2.265  -0.257  5.410
H  2.792  -2.818  5.032
H  2.617  -1.861  3.511
H  1.282  -2.999  3.992
C  -5.836  -1.315  3.016
N  -4.426  -1.806  2.990
O  -3.857  -1.856  1.925
O  -3.925  -2.143  4.041
H  -6.245  -1.572  2.039
H  -5.754  -0.237  3.152
H  -6.296  -1.815  3.868
O  -1.927  2.121  -0.520
C  -2.723  2.971  -0.996
C  -3.880  3.750  -0.373
C  -3.898  4.949  -1.282
C  -3.448  4.440  -2.653
O  -2.588  3.301  -2.286
H  -4.768  3.121  -0.441
H  -3.616  3.992  0.657
H  -4.922  5.319  -1.328
H  -3.209  5.698  -0.890
H  -4.249  4.216  -3.358
H  -2.829  5.242  -3.057
O  -5.634  -2.348  -3.586
C  -5.248  -1.388  -2.871
C  -4.240  -1.566  -1.733
C  -4.438  -0.194  -1.037
C  -4.923  0.721  -2.167
O  -5.542  -0.144  -3.134
H  -4.381  -2.413  -1.062
H  -3.237  -1.680  -2.143
H  -5.120  -0.203  -0.187
H  -3.474  0.153  -0.666
H  -5.669  1.364  -1.699
H  -4.060  1.293  -2.505
O  8.462  0.030  -1.239
C  7.409  -0.657  -1.403
C  6.479  -0.755  -2.549
C  5.203  -1.317  -1.925
C  5.771  -2.154  -0.833
O  6.971  -1.525  -0.483
H  6.380  0.149  -3.150
H  6.947  -1.438  -3.258
H  4.547  -0.540  -1.532
H  4.632  -1.921  -2.631
H  5.058  -2.127  -0.010
H  5.947  -3.192  -1.116